(1)
Density functional theory data (the ωB97M-V functional and the def2-TZVPD basis) for a cluster of 8 separate species, C36H48N8O12 in total in a non-equilibrium geometry.

Molecular weight: 784.82 g/mol
HOMO level: -8.951 eV
ΔE to the lowest compared entry with this formula, charge and spin: 1751.36 kJ/mol
E_tot: -2740.41679 hartree
Kohn-Sham gap: 0.2642 hartree
Charge: 0

Last column: Mulliken charge in e.
Cartesian coordinates (Å):
O 6.60 -4.79 1.22  -0.57
N 5.92 -4.24 2.11  0.90
O 5.54 -4.87 3.04  -0.58
C 5.36 -2.94 1.73  -0.05
C 3.99 -2.50 2.51  0.07
C 3.46 -1.14 2.25  -0.34
C 4.11 -0.31 1.03  -0.55
C 5.15 -0.71 0.28  -0.55
C 5.85 -2.08 0.57  -1.09
H 3.58 -3.01 3.38  -0.08
H 2.79 -0.58 2.79  0.80
H 3.72 0.67 0.84  0.33
H 5.61 -0.21 -0.41  0.94
H 6.66 -2.38 0.11  0.68
O 2.98 3.12 3.43  -0.56
N 2.28 3.03 4.49  0.89
O 2.65 3.71 5.44  -0.53
C 0.81 2.65 4.43  0.14
C 0.02 2.44 5.66  -0.75
C -1.47 2.25 5.54  -0.61
C -2.05 1.98 4.16  -0.35
C -1.40 1.89 3.10  -0.22
C 0.23 2.28 3.04  0.17
H 0.42 2.41 6.63  0.51
H -2.04 2.36 6.55  0.27
H -3.06 1.88 4.05  0.64
H -2.07 1.57 2.31  0.25
H 0.91 2.21 2.04  0.11
O 0.48 -0.56 1.39  -0.39
N 0.05 -0.14 0.30  0.78
O -0.51 0.89 0.20  -0.18
C 0.35 -0.82 -0.94  -0.17
C -0.39 -0.51 -2.24  -0.25
C 0.21 -0.97 -3.59  -0.78
C 1.41 -1.87 -3.50  -0.43
C 2.02 -2.27 -2.40  -0.63
C 1.50 -1.97 -0.97  -0.85
H -1.24 0.17 -2.21  0.59
H -0.34 -0.64 -4.46  0.65
H 1.93 -2.27 -4.45  0.23
H 2.86 -2.84 -2.39  0.60
H 2.06 -2.27 -0.14  0.73
O -4.00 1.45 1.15  -0.44
N -5.00 0.87 0.88  0.86
O -6.03 1.40 1.01  -0.56
C -4.86 -0.30 -0.04  0.03
C -3.57 -0.77 -0.53  0.98
C -3.46 -2.12 -1.30  -0.92
C -4.82 -2.71 -1.66  -0.39
C -6.07 -2.12 -1.37  -0.45
C -6.19 -1.01 -0.44  -0.78
H -2.72 -0.41 -0.34  -0.03
H -2.57 -2.55 -1.73  0.55
H -4.81 -3.65 -2.27  0.33
H -6.96 -2.71 -1.72  0.33
H -7.22 -0.83 -0.36  0.43
C 1.96 -3.90 5.26  -1.02
N 1.72 -2.45 5.34  0.13
C 0.50 -1.84 4.67  -0.84
C 2.72 -1.65 5.74  0.07
O 2.66 -0.41 5.70  -0.56
H 1.21 -4.48 4.91  0.46
H 2.07 -4.31 6.16  0.48
H 2.92 -4.07 4.68  0.22
H 0.60 -1.98 3.55  0.24
H 0.39 -0.82 4.96  0.34
H -0.30 -2.58 5.06  0.34
H 3.60 -2.38 5.99  0.26
C -2.71 3.21 -0.92  -1.54
N -4.03 3.10 -1.51  0.32
C -4.20 2.61 -2.83  -1.13
C -4.97 3.77 -0.90  -0.01
O -6.11 3.86 -1.37  -0.63
H -2.37 4.20 -1.26  0.48
H -2.00 2.48 -1.05  0.31
H -2.71 3.11 0.09  0.63
H -3.46 2.31 -3.57  0.57
H -4.80 3.38 -3.26  0.43
H -5.02 1.71 -2.90  0.16
H -4.84 4.20 0.07  0.44
C 2.08 2.62 -1.59  -0.93
N 3.55 2.73 -1.20  0.27
C 3.83 3.52 -0.03  -1.23
C 4.43 2.14 -1.96  0.26
O 5.63 2.08 -1.73  -0.64
H 1.71 3.51 -1.00  0.37
H 1.65 1.86 -1.13  0.27
H 1.89 2.69 -2.72  0.31
H 4.02 4.48 -0.34  0.50
H 4.78 3.20 0.48  0.31
H 3.25 3.36 0.93  0.37
H 3.81 1.85 -2.88  0.20
C -1.02 -1.81 -7.36  -1.04
N -1.76 -1.01 -6.55  0.20
C -2.66 -1.76 -5.52  -0.94
C -1.76 0.29 -6.60  0.10
O -2.50 1.13 -5.93  -0.60
H -0.43 -1.32 -8.05  0.40
H -1.79 -2.27 -8.00  0.41
H -0.69 -2.55 -6.75  0.29
H -2.10 -2.69 -5.27  0.32
H -3.79 -1.79 -5.79  0.29
H -2.79 -1.31 -4.67  0.36
H -0.82 0.80 -7.15  0.26

(2)
Density functional theory data (the ωB97M-V functional and the def2-TZVPD basis) for a structure of composition C36H49AsN6O5SSi2Ti in a non-equilibrium geometry.

Molecular weight: 856.85 g/mol
HOMO level (alpha / beta): -1.863 / -3.917 eV
ΔE to the lowest compared entry with this formula, charge and spin: 87.48 kJ/mol
E_tot: -6168.53054 hartree
Kohn-Sham gap (alpha / beta): 0.1131 / 0.1886 hartree
Spin multiplicity: 2
Charge: -1

Last column: Mulliken spin population.
Cartesian coordinates (Å):
Ti -0.41 0.60 -0.24  0.20
C 4.54 -1.38 0.79  0.00
C 3.14 -1.35 1.01  0.00
N 2.28 -1.05 0.08  0.00
C 2.73 -0.77 -1.17  0.00
C 4.11 -0.74 -1.48  0.00
C 5.01 -1.06 -0.45  0.00
C 4.52 -0.39 -2.79  0.00
C 3.58 -0.08 -3.72  0.00
C 2.20 -0.12 -3.42  0.00
C 1.74 -0.47 -2.18  0.00
N 0.38 -0.58 -1.78  -0.02
C -0.23 -1.78 -2.27  0.00
C -0.29 -2.13 -3.60  0.00
C -0.99 -3.27 -4.07  0.01
C -1.61 -4.11 -3.20  0.02
C -1.49 -3.86 -1.81  0.02
C -2.03 -4.74 -0.84  -0.03
C -1.83 -4.50 0.48  0.00
C -1.08 -3.36 0.85  0.00
N -0.60 -2.50 -0.02  0.01
C -0.79 -2.73 -1.34  -0.03
H 5.22 -1.63 1.60  0.00
H 2.72 -1.58 1.99  0.00
H 6.08 -1.04 -0.65  0.00
H 5.58 -0.35 -3.03  0.00
H 3.88 0.22 -4.72  0.00
H 1.49 0.19 -4.17  0.00
H 0.18 -1.50 -4.33  0.00
H -1.05 -3.44 -5.14  0.00
H -2.19 -4.96 -3.55  0.00
H -2.62 -5.59 -1.17  0.00
H -2.23 -5.14 1.25  0.00
H -0.89 -3.13 1.89  0.00
N -2.22 -0.06 -1.00  0.09
C -3.04 -0.91 -0.93  0.16
C -3.98 -1.90 -0.80  0.03
C -4.54 -2.22 0.48  0.21
C -5.47 -3.23 0.59  -0.12
C -5.89 -3.97 -0.53  0.30
C -5.34 -3.66 -1.78  -0.12
C -4.41 -2.66 -1.94  0.20
H -4.20 -1.68 1.36  0.03
H -5.88 -3.46 1.57  -0.01
H -6.62 -4.76 -0.42  0.03
H -5.65 -4.22 -2.66  -0.01
H -3.99 -2.44 -2.91  0.02
C -2.46 2.21 1.03  0.00
O -1.34 2.16 0.17  0.01
H -2.24 1.82 2.03  0.00
H -3.30 1.64 0.62  0.00
H -2.79 3.25 1.13  0.00
C -2.64 3.41 -2.56  0.00
Si -1.08 2.67 -3.26  0.00
C -1.66 1.14 -4.15  0.01
C -0.47 3.73 -4.71  0.00
As 0.71 2.41 -1.78  -0.01
Si 0.85 4.71 -1.28  0.00
C 1.39 5.39 0.42  0.00
C 2.33 5.22 -2.33  0.00
C -0.50 5.96 -1.67  0.00
H -3.31 3.71 -3.37  0.00
H -2.47 4.27 -1.92  0.00
H -3.14 2.65 -1.95  0.00
H -2.22 1.47 -5.03  0.00
H -2.31 0.52 -3.53  0.00
H -0.85 0.50 -4.49  0.00
H -1.25 3.82 -5.47  0.00
H 0.40 3.22 -5.17  0.00
H -0.13 4.73 -4.43  0.00
H 2.41 5.08 0.69  0.00
H 0.71 5.15 1.25  0.00
H 1.40 6.48 0.31  0.00
H 3.15 4.51 -2.18  0.00
H 2.67 6.23 -2.11  0.00
H 2.07 5.16 -3.39  0.00
H -1.25 5.98 -0.88  0.00
H -1.01 5.77 -2.61  0.00
H -0.02 6.94 -1.73  0.00
O 1.04 -0.44 3.12  0.00
S -0.44 -0.40 2.97  0.00
O -1.02 0.73 3.68  0.00
O -0.62 -0.12 1.42  -0.01
O -1.08 -1.67 3.24  0.00
N 3.16 3.09 2.92  0.00
C 3.77 2.07 1.99  0.00
C 2.85 1.97 0.78  0.00
N 1.52 1.55 1.19  -0.01
C 0.92 2.48 2.14  0.00
C 1.78 2.64 3.37  0.00
H 3.02 3.95 2.39  0.00
H 3.76 3.30 3.71  0.00
H 3.79 1.12 2.53  0.00
H 4.78 2.38 1.74  0.00
H 3.28 1.30 0.04  0.00
H 2.78 2.95 0.30  0.00
H 1.56 0.63 1.64  0.00
H -0.04 2.11 2.48  0.00
H 0.75 3.43 1.63  0.00
H 1.88 1.67 3.86  0.00
H 1.40 3.38 4.07  0.00

(3)
Density functional theory data (the ωB97M-V functional and the def2-TZVPD basis) for a cluster of 9 separate species, C36H49BrN8O4P2S2 in total in a non-equilibrium geometry.

Molecular weight: 863.83 g/mol
HOMO level: -7.977 eV
ΔE to the lowest compared entry with this formula, charge and spin: 365.76 kJ/mol
E_tot: -6193.05369 hartree
Kohn-Sham gap: 0.2411 hartree
Charge: 0

Last column: Mulliken charge in e.
Cartesian coordinates (Å):
O 2.13 -5.27 -1.88  -0.64
P 2.58 -4.03 -1.00  0.41
C 1.58 -2.41 -1.40  -0.18
C 1.87 -1.39 -0.14  -0.62
Br 0.29 -1.55 1.14  -0.16
C 2.01 0.18 -0.57  -0.81
C 3.16 0.50 -1.70  -0.06
P 2.48 1.93 -2.79  0.28
S 3.80 2.71 -3.99  -0.43
O 3.63 -0.67 -2.46  -0.29
S 2.35 -1.69 -2.95  1.20
O 3.02 -2.89 -3.72  -0.60
O 1.33 -1.04 -3.92  -0.60
H 2.37 -4.24 0.44  0.11
H 3.98 -3.67 -1.19  0.09
H 0.46 -2.72 -1.54  0.55
H 2.79 -1.81 0.49  0.50
H 0.98 0.64 -0.93  0.25
H 2.33 0.79 0.41  0.42
H 4.12 0.93 -1.14  0.43
H 2.06 2.97 -1.85  0.06
H 1.28 1.54 -3.54  0.09
C 8.64 -0.16 -2.66  -0.44
C 9.06 1.15 -2.31  -0.48
C 8.08 2.02 -2.75  -0.43
N 7.10 1.28 -3.35  0.09
C 7.43 -0.04 -3.30  -0.49
H 9.17 -1.08 -2.47  0.40
H 9.97 1.42 -1.79  0.38
H 8.01 3.10 -2.68  0.38
H 6.26 1.67 -3.77  0.13
H 6.77 -0.79 -3.72  0.43
C -0.47 6.09 1.04  -0.22
C 0.94 6.19 1.11  -0.66
C 1.45 4.94 0.85  -0.32
N 0.40 4.08 0.63  0.17
C -0.78 4.78 0.74  -0.98
H -1.19 6.88 1.20  0.56
H 1.52 7.08 1.32  0.43
H 2.47 4.58 0.80  0.41
H 0.48 3.10 0.42  0.15
H -1.73 4.28 0.60  0.45
C -2.86 -5.76 -3.06  -0.26
C -2.52 -5.42 -1.73  -0.84
C -1.15 -5.29 -1.68  -0.45
N -0.66 -5.53 -2.93  0.19
C -1.69 -5.82 -3.78  -0.84
H -3.85 -5.95 -3.45  0.45
H -3.21 -5.29 -0.90  0.59
H -0.50 -5.03 -0.86  0.50
H 0.32 -5.51 -3.18  0.24
H -1.50 -6.04 -4.82  0.43
C -1.63 11.18 3.50  -0.46
C -0.22 11.28 3.56  -0.46
C 0.30 10.03 3.30  -0.38
N -0.75 9.18 3.08  0.04
C -1.93 9.87 3.20  -0.39
H -2.34 11.97 3.65  0.38
H 0.36 12.17 3.77  0.38
H 1.32 9.67 3.25  0.35
H -0.67 8.19 2.87  0.23
H -2.88 9.37 3.06  0.34
C 0.60 -4.81 5.86  -0.53
C -0.62 -4.13 6.07  -0.43
C -0.72 -3.16 5.10  0.11
N 0.40 -3.24 4.31  0.18
C 1.21 -4.24 4.77  -0.40
H 1.00 -5.63 6.45  0.39
H -1.35 -4.32 6.85  0.38
H -1.50 -2.43 4.90  -0.16
H 0.59 -2.64 3.51  0.09
H 2.15 -4.46 4.27  0.35
C -6.52 -8.67 -0.55  -0.58
C -5.54 -9.12 0.37  -0.53
C -4.34 -8.55 0.00  -0.39
N -4.56 -7.77 -1.11  0.11
C -5.89 -7.84 -1.45  -0.32
H -7.57 -8.93 -0.55  0.38
H -5.69 -9.79 1.21  0.38
H -3.35 -8.62 0.43  0.35
H -3.86 -7.24 -1.60  0.27
H -6.27 -7.29 -2.30  0.33
C -2.75 3.79 -4.11  -0.43
C -2.94 3.42 -5.46  -0.43
C -2.38 2.18 -5.63  -0.48
N -1.85 1.78 -4.43  0.04
C -2.07 2.76 -3.50  -0.45
H -3.07 4.71 -3.63  0.38
H -3.44 4.00 -6.23  0.38
H -2.31 1.54 -6.51  0.38
H -1.37 0.91 -4.27  0.20
H -1.73 2.63 -2.48  0.42
C -3.36 -0.33 4.86  -0.38
C -4.10 0.68 5.52  -0.61
C -3.64 1.90 5.06  -0.46
N -2.65 1.65 4.15  0.06
C -2.47 0.30 4.02  -0.20
H -3.47 -1.40 4.99  0.41
H -4.89 0.54 6.25  0.38
H -3.93 2.91 5.30  0.36
H -2.12 2.36 3.65  0.17
H -1.73 -0.10 3.34  0.27

(4)
Density functional theory data (the ωB97M-V functional and the def2-TZVPD basis) for a cluster of 6 separate species, C36H49FN7O12 in total in a non-equilibrium geometry.

Molecular weight: 790.82 g/mol
HOMO level: -4.379 eV
E_tot: -2787.28452 hartree
Kohn-Sham gap: 0.2232 hartree
Charge: -1

Last column: Mulliken charge in e.
Cartesian coordinates (Å):
O 0.13 -1.46 8.19  -0.47
C -0.47 -2.39 7.79  0.68
F 0.16 -3.47 7.35  -0.23
N -1.88 -2.44 7.76  -0.25
C -2.46 -1.98 6.51  -0.69
O -3.31 -1.14 6.54  -0.49
C -2.03 -2.60 5.21  1.26
C -2.64 -3.66 4.71  1.63
C -3.81 -4.29 5.40  -0.16
C -5.06 -4.03 4.86  -0.65
C -6.18 -4.55 5.48  -0.56
C -5.95 -5.31 6.63  -0.46
C -4.66 -5.52 7.05  -0.36
N -3.55 -5.03 6.48  -0.58
C -2.17 -4.24 3.40  -0.30
O -2.19 -5.42 3.23  -0.56
C -1.68 -3.22 2.42  0.66
C -1.87 -3.34 1.04  0.44
C -2.59 -4.53 0.38  0.26
O -3.74 -4.27 -0.05  -0.78
O -1.94 -5.59 0.32  -0.73
C -1.41 -2.30 0.24  -0.90
C -0.79 -1.18 0.76  -0.13
C -0.59 -1.04 2.13  0.21
C 0.05 0.23 2.65  -1.14
C -0.92 1.14 3.43  -0.09
C -2.39 0.92 3.08  -0.94
O -3.01 -0.09 3.87  -0.43
C -1.05 -2.07 2.96  -0.19
C -0.90 -2.00 4.44  0.23
O 0.07 -1.55 5.01  -0.61
H -2.20 -3.41 7.88  0.36
H -5.15 -3.43 3.97  0.49
H -7.17 -4.38 5.10  0.42
H -6.77 -5.73 7.19  0.38
H -4.51 -6.14 7.93  0.39
H -1.58 -2.38 -0.82  0.45
H -0.47 -0.41 0.07  0.44
H 0.90 -0.03 3.28  0.36
H 0.39 0.80 1.79  0.41
H -0.71 2.20 3.25  0.44
H -0.80 0.90 4.49  0.23
H -2.93 1.86 3.26  0.44
H -2.54 0.69 2.03  0.27
H -3.42 0.30 4.65  0.32
C 0.69 4.20 1.92  0.07
O 0.18 3.11 1.73  -0.63
N 1.52 4.81 1.06  0.29
C 2.11 6.11 1.33  -1.09
C 1.83 4.13 -0.19  -0.94
H 0.51 4.78 2.84  0.24
H 1.81 6.82 0.56  0.34
H 3.19 6.03 1.33  0.45
H 1.79 6.48 2.30  0.27
H 0.92 3.95 -0.75  0.29
H 2.30 3.17 0.02  0.28
H 2.51 4.75 -0.77  0.38
C -1.80 0.94 -2.43  0.10
O -1.03 1.29 -1.56  -0.55
N -1.43 0.42 -3.62  0.22
C -2.40 0.01 -4.60  -0.70
C -0.01 0.25 -3.90  -0.59
H -2.90 1.02 -2.32  0.27
H -2.30 -1.06 -4.81  0.22
H -2.26 0.57 -5.53  0.22
H -3.41 0.20 -4.24  0.29
H 0.44 -0.40 -3.14  0.29
H 0.49 1.22 -3.86  0.32
H 0.12 -0.19 -4.88  -0.10
C 5.50 6.45 3.21  0.12
O 4.46 6.94 2.81  -0.61
N 6.73 6.86 2.83  0.11
C 7.94 6.24 3.34  -0.91
C 6.84 7.95 1.88  -0.94
H 5.53 5.62 3.93  0.29
H 8.55 6.98 3.85  0.34
H 8.52 5.82 2.51  0.34
H 7.69 5.44 4.03  0.29
H 6.36 8.84 2.28  0.29
H 6.33 7.69 0.95  0.28
H 7.88 8.16 1.67  0.38
C 0.64 0.99 -7.16  0.25
O 1.41 1.36 -6.30  -0.59
N 1.01 0.43 -8.34  0.14
C 0.03 -0.01 -9.31  -0.99
C 2.42 0.26 -8.63  -0.99
H -0.45 1.07 -7.05  0.17
H 0.13 -1.08 -9.49  0.33
H 0.17 0.53 -10.25  0.37
H -0.98 0.19 -8.94  0.33
H 2.89 -0.37 -7.88  0.34
H 2.91 1.23 -8.63  0.31
H 2.53 -0.20 -9.61  0.38
C 1.65 -2.59 -6.97  0.57
O 2.82 -2.76 -7.25  -0.66
N 0.75 -3.58 -6.81  0.09
C -0.64 -3.31 -6.48  -0.77
C 1.18 -4.96 -6.98  -1.02
H 1.22 -1.59 -6.82  -0.11
H -0.89 -3.78 -5.53  0.42
H -1.29 -3.70 -7.26  0.37
H -0.79 -2.23 -6.39  0.07
H 1.97 -5.18 -6.26  0.31
H 1.58 -5.10 -7.98  0.31
H 0.34 -5.63 -6.81  0.41